The following is a quantum chemistry calculation of a structure of composition C34H60BKN10P, from OMol25.

Each line ends with the Mulliken charge.
Atoms and positions in Å:
K -0.2654 0.0254 -0.1290  1.142
C -2.3766 1.6121 1.9960  -0.392
C -1.5213 2.2223 3.1010  0.813
C -2.0338 1.8353 4.4905  -1.758
C -0.0476 1.9367 2.9441  -0.751
C 0.9642 2.5018 3.7268  -0.993
C 2.1544 2.1097 3.1516  -0.455
C 3.4630 2.4568 3.8532  0.091
C 4.7728 2.5736 3.0788  -1.295
C 3.6527 1.5062 5.0494  -1.446
N 1.8427 1.3275 2.0674  0.662
N 0.4793 1.2133 1.9644  1.297
B 2.7120 1.1654 0.7492  -0.017
N 2.7709 -0.2715 0.0896  1.293
N 1.9214 -0.5595 -0.9341  0.068
C 2.4205 -1.5778 -1.6075  -0.673
C 3.6175 -2.0075 -0.9994  -1.043
C 3.8139 -1.1529 0.0644  -0.229
C 4.9589 -1.2304 1.0358  0.095
C 4.4739 -1.1561 2.4854  -1.001
C 6.0687 -0.2166 0.7200  -1.269
C 1.7834 -2.1033 -2.8636  0.848
C 1.4160 -3.5823 -2.7093  -1.178
C 0.5790 -1.2627 -3.2912  -1.080
N 2.1496 2.1698 -0.3037  0.163
N 0.8706 2.0728 -0.7618  0.631
C 0.6897 3.0553 -1.6307  -0.426
C 1.8659 3.8227 -1.7428  -1.090
C 2.7720 3.2248 -0.8881  -0.072
C 4.1890 3.6511 -0.6244  1.860
C 4.9822 3.7205 -1.9319  -1.666
C 4.2066 5.0028 0.0970  -1.660
C -0.5953 3.2625 -2.3912  0.542
C -1.7120 2.3025 -1.9740  -0.717
C -0.3378 3.1420 -3.8977  -1.252
H -3.4317 1.8469 2.1452  0.675
H -2.2516 0.5286 1.9717  -0.398
H -2.0625 2.0097 1.0300  -0.519
H -1.6210 3.3086 3.0193  0.649
H -1.9637 0.7546 4.6497  0.285
H -3.0787 2.1316 4.6124  0.476
H -1.4526 2.3198 5.2756  0.404
H 0.8561 3.1376 4.5942  0.575
H 3.2679 3.4469 4.2694  0.664
H 5.1315 1.6095 2.7296  0.153
H 5.5290 2.9828 3.7525  0.575
H 4.6864 3.2471 2.2269  -0.038
H 3.7915 0.4787 4.7113  0.223
H 2.7859 1.5313 5.7113  0.398
H 4.5342 1.7972 5.6260  0.424
H 3.8190 1.4676 1.0337  -1.114
H 4.2699 -2.8146 -1.2992  0.514
H 5.3913 -2.2202 0.8837  0.555
H 3.8770 -0.2615 2.6497  -0.211
H 5.3194 -1.1467 3.1774  0.379
H 3.8492 -2.0219 2.7226  0.459
H 5.6979 0.8073 0.7265  0.052
H 6.4877 -0.4128 -0.2689  0.357
H 6.8746 -0.2964 1.4540  0.411
H 2.5371 -2.0339 -3.6527  0.370
H 0.6661 -3.7057 -1.9239  0.066
H 2.2896 -4.1769 -2.4364  0.381
H 1.0156 -3.9862 -3.6446  0.374
H -0.2510 -1.3929 -2.5897  -0.261
H 0.2368 -1.5600 -4.2848  0.495
H 0.8403 -0.2023 -3.3127  0.219
H 2.0294 4.6963 -2.3567  0.552
H 4.6660 2.9113 0.0162  -1.073
H 4.5642 4.4779 -2.5992  0.301
H 4.9600 2.7609 -2.4522  0.364
H 6.0245 3.9807 -1.7326  0.463
H 3.7764 5.7786 -0.5408  0.378
H 5.2291 5.2947 0.3494  0.415
H 3.6189 4.9641 1.0175  0.384
H -0.9362 4.2814 -2.1892  0.406
H -1.4177 1.2673 -2.1745  -0.127
H -2.6208 2.5149 -2.5378  0.546
H -1.9334 2.4145 -0.9118  -0.232
H 0.0029 2.1317 -4.1419  0.160
H 0.4324 3.8424 -4.2232  0.379
H -1.2484 3.3480 -4.4656  0.428
C -3.4995 -4.1558 3.6208  -0.764
N -2.0968 -4.4997 3.1005  0.082
C -1.0735 -4.0246 4.1492  -0.854
N -1.2439 -2.6463 4.4222  0.267
C -2.5985 -2.3686 4.8923  -0.871
N -3.6065 -2.7720 3.9098  0.212
C -3.5789 -1.9325 2.7029  -1.146
P -1.9495 -1.9877 1.7902  1.033
C -1.8387 -3.8539 1.7659  -1.309
C -0.8522 -1.7874 3.2930  -0.468
H -3.6499 -4.7557 4.5173  0.370
H -4.2078 -4.4559 2.8513  0.387
H -2.0265 -5.5124 3.0039  0.336
H -0.0857 -4.2265 3.7394  0.395
H -1.2412 -4.6292 5.0396  0.379
H -2.6994 -1.3039 5.0834  0.305
H -2.7718 -2.9094 5.8233  0.279
H -3.7898 -0.9016 2.9858  0.412
H -4.3726 -2.2491 2.0247  0.504
H -0.8392 -4.1405 1.4379  0.485
H -2.5521 -4.2435 1.0439  0.522
H -0.8552 -0.7434 3.6014  -0.171
H 0.1771 -2.0155 3.0063  0.658
N -2.1738 -3.5697 -2.4243  0.045
C -2.1483 -3.1757 -1.3335  -0.330
H -2.1525 -3.8541 -3.3839  0.263

Properties
* frontier orbital gap: 6.97 eV
* energy relative to the best compared isomer or geometry (same formula, charge and spin): 36.0 kcal per mole
* E_tot: -77419.2335 eV
* maximum force: 1.83 eV/Å
* HOMO: -9.79 eV
* charge: +1

***

The following is a quantum chemistry calculation of the molecule C21H28N2O4S, from OMol25.

Each line ends with the Mulliken charge.
Atoms and positions in Å:
C -7.9137 -1.3326 -0.4076  -0.746
O -6.6546 -1.0859 0.1564  -0.290
C -5.6226 -1.0186 -0.8047  -0.849
C -4.3055 -0.7206 -0.1011  -0.013
C -4.3252 0.6599 0.5544  -0.888
N -3.0355 0.9827 1.1258  -0.064
C -2.2640 1.9680 0.6400  0.502
O -2.6317 2.7882 -0.1814  -0.672
C -0.8336 1.9678 1.1895  -1.044
N 0.0200 1.1485 0.3436  0.352
C 0.2648 1.6530 -0.9939  -0.835
C 1.4308 2.6499 -1.0152  -1.514
C 2.7069 2.0132 -0.5484  0.702
C 3.4988 1.2934 -1.4341  -0.253
C 4.6796 0.7109 -1.0125  -0.570
C 5.0829 0.8350 0.3056  -0.469
C 4.2922 1.5346 1.2000  -0.824
C 3.1116 2.1173 0.7754  -0.225
S -0.3025 -0.4953 0.3888  1.724
O -0.8406 -0.7875 1.6920  -0.868
O -1.0691 -0.9167 -0.7526  -0.766
C 1.3352 -1.1913 0.2767  -0.369
C 1.7625 -1.7950 -0.8901  -0.101
C 3.0273 -2.3505 -0.9395  -0.790
C 3.8637 -2.3129 0.1725  0.984
C 5.2252 -2.9312 0.1059  -1.678
C 3.4091 -1.7040 1.3366  -0.695
C 2.1478 -1.1395 1.3911  -0.703
H -8.6250 -1.3657 0.4152  0.236
H -8.2009 -0.5367 -1.1070  0.312
H -7.9309 -2.2905 -0.9439  0.286
H -5.8484 -0.2302 -1.5402  0.352
H -5.5533 -1.9765 -1.3442  0.437
H -3.4852 -0.7752 -0.8180  0.114
H -4.1365 -1.4786 0.6655  0.351
H -4.5479 1.4354 -0.1826  0.438
H -5.0883 0.6816 1.3378  0.221
H -2.5935 0.2591 1.6787  0.366
H -0.4426 2.9869 1.1922  0.554
H -0.7946 1.5473 2.1941  0.443
H -0.6358 2.1295 -1.3969  0.354
H 0.5049 0.7891 -1.6160  0.705
H 1.5431 3.0081 -2.0401  0.519
H 1.1840 3.5020 -0.3810  0.385
H 3.1927 1.2014 -2.4666  0.405
H 5.2914 0.1667 -1.7172  0.460
H 6.0111 0.3905 0.6328  0.431
H 4.6002 1.6331 2.2307  0.415
H 2.5008 2.6681 1.4754  0.310
H 1.0921 -1.8354 -1.7343  0.518
H 3.3709 -2.8249 -1.8470  0.411
H 5.1430 -4.0068 -0.0455  0.437
H 5.7810 -2.7523 1.0218  0.351
H 5.7865 -2.5214 -0.7316  0.334
H 4.0470 -1.6732 2.2072  0.340
H 1.7746 -0.6721 2.2876  0.477

Properties
* frontier orbital gap: 9.48 eV
* energy relative to the best compared isomer or geometry (same formula, charge and spin): 32.1 kcal per mole
* E_tot: -44236.9138 eV
* SMILES: COCCCNC(=O)CN(CCc1ccccc1)S(=O)(=O)c1ccc(C)cc1
* maximum force: 1.00 eV/Å
* HOMO: -8.90 eV
* charge: 0

***

The following is a quantum chemistry calculation of the molecule C7H11F3Si, from OMol25.

Each line ends with the Mulliken charge.
Atoms and positions in Å:
C 0.1043 -1.0336 0.4687  -1.197
C -1.1305 -0.8950 -0.0299  0.888
C -1.6000 0.5229 -0.3985  -0.684
C -0.3939 1.3380 -0.8631  -0.801
C 0.5293 1.5829 0.4333  -0.932
C 1.1824 0.2359 0.7058  0.294
C -2.2600 -1.9095 0.0043  -1.309
F 3.0184 -0.0454 -1.6477  -0.274
F 3.3851 -1.5101 0.3431  -0.279
F 3.8399 0.9417 0.4508  -0.251
Si 2.7998 -0.1032 -0.0692  0.707
H 0.4156 -2.0682 0.7214  0.377
H -2.3830 0.4349 -1.1185  0.452
H -1.7834 1.2338 0.4490  0.231
H 0.1383 1.0674 -1.7609  0.429
H -0.7390 2.3330 -1.2842  0.318
H 1.2786 2.4036 0.2595  0.336
H -0.1392 1.8119 1.2626  0.359
H 1.3772 0.1026 1.7964  0.376
H -3.1227 -1.2541 0.3283  0.351
H -2.0765 -2.6989 0.8226  0.347
H -2.4408 -2.4907 -0.8737  0.259

Properties
* spin multiplicity: 3
* frontier orbital gap (alpha / beta): 6.00 / 8.91 eV
* E_tot: -23467.8018 eV
* expectation value of S²: 2.007
* maximum force: 10.22 eV/Å
* HOMO (alpha / beta): -5.17 / -10.98 eV
* charge: 0

***

The following is a quantum chemistry calculation of the molecule C16H24BrNO2, from OMol25.

Each line ends with the Mulliken charge.
Atoms and positions in Å:
C 2.0919 3.6566 0.3463  -1.659
C 1.5411 2.7002 1.3980  0.436
C 0.0162 2.7644 1.4629  -0.646
C -0.5199 1.7522 2.4705  -1.016
N -0.1132 0.4114 2.0924  0.857
C -0.8007 -0.5987 2.8709  -0.958
C -0.4365 -2.0439 2.4805  -0.842
O -0.2017 -2.2932 1.1172  -0.360
C -1.2996 -2.1682 0.2460  -0.466
C -1.4073 -0.7762 -0.4012  -0.136
O -0.4498 -0.5586 -1.4137  -0.287
C -0.5652 -1.1571 -2.6173  0.897
C -1.6152 -1.9607 -3.0511  -0.409
C -1.6065 -2.4935 -4.3301  -0.779
C -0.5612 -2.2407 -5.1989  -0.561
C 0.4897 -1.4351 -4.7895  -0.442
C 0.4764 -0.9055 -3.5174  -0.005
Br 1.8836 0.2196 -2.9278  -0.146
C 1.3350 0.2943 2.1056  -1.077
C 1.9398 1.2589 1.0913  -0.433
H 1.7848 4.6789 0.5569  0.420
H 1.7286 3.3803 -0.6407  0.295
H 3.1783 3.6187 0.3299  0.424
H 1.9448 2.9802 2.3791  0.236
H -0.3903 2.5335 0.4767  0.191
H -0.3144 3.7660 1.7455  0.397
H -1.6139 1.7919 2.4885  0.437
H -0.1575 2.0090 3.4838  0.380
H -0.6043 -0.4991 3.9557  0.416
H -1.8747 -0.4435 2.7165  0.412
H -1.2396 -2.7014 2.8521  0.456
H 0.4952 -2.3397 2.9687  0.392
H -2.2381 -2.3946 0.7703  0.309
H -1.1391 -2.9235 -0.5316  0.457
H -2.4220 -0.6161 -0.7875  0.423
H -1.1573 -0.0228 0.3531  -0.246
H -2.4455 -2.1719 -2.3954  0.324
H -2.4314 -3.1148 -4.6447  0.362
H -0.5592 -2.6624 -6.1915  0.370
H 1.3131 -1.2179 -5.4522  0.407
H 1.6003 -0.7234 1.8219  0.489
H 1.7401 0.5003 3.1143  0.341
H 1.5794 0.9905 0.0980  -0.145
H 3.0258 1.1553 1.0980  0.486

Properties
* frontier orbital gap: 9.28 eV
* energy relative to the best compared isomer or geometry (same formula, charge and spin): 0.0 kcal per mole
* E_tot: -92608.4009 eV
* SMILES: CC1CCN(CCOCCOc2ccccc2Br)CC1
* maximum force: 0.69 eV/Å
* HOMO: -8.44 eV
* charge: 0

***

> Look up the charge of the fourth one.

0